Record 1
90
Properties=species:S:1:pos:R:3:forces:R:3:lowdin_spin:R:1 method="wB97M-V/def2-TZVPD" orbital_gap_ev="4.6 / 6.3" multiplicity=2 de_lowest_kcal_mol=0.00 lumo_energy_ev="4.06 / 4.05" total_energy_ev=-133305.013 total_charge=-2
In 0.222 1.111 0.157 -0.33 0.05 0.09 0.29
S 6.453 1.892 -2.000 0.01 0.04 0.09 0.01
Sb 5.053 1.113 -0.400 0.22 -0.36 -0.23 0.00
S 3.281 -0.176 -1.543 -0.11 0.11 0.07 0.02
S 4.854 -1.394 -0.852 0.05 0.07 0.17 0.00
C 1.634 -0.741 4.690 -0.02 0.00 -0.06 0.00
C 2.610 -0.134 3.683 -0.11 -0.02 0.04 0.00
C 2.293 1.328 3.408 0.04 -0.01 0.06 0.00
C 2.666 -0.961 2.395 0.04 0.00 -0.12 0.01
C 3.356 -2.319 2.605 0.04 0.04 -0.03 0.00
O 2.383 -3.289 2.189 -0.08 0.03 -0.07 0.00
C 1.293 -2.568 1.765 0.07 -0.27 -0.12 0.00
N 1.339 -1.312 1.850 0.03 0.04 0.06 0.03
C 0.232 -3.471 1.235 0.00 0.06 0.10 0.00
C 0.101 -4.696 1.903 -0.01 0.09 0.03 0.00
C -0.757 -5.676 1.450 -0.02 -0.02 -0.04 0.00
C -1.477 -5.462 0.282 0.00 -0.01 0.03 0.00
C -1.352 -4.258 -0.381 -0.09 0.13 0.04 0.00
C -0.530 -3.227 0.089 -0.12 0.07 -0.14 0.00
P -0.423 -1.671 -0.945 0.03 -0.19 0.03 0.06
C 0.565 -2.432 -2.304 0.08 0.08 0.01 0.00
C 0.385 -2.254 -3.674 0.07 -0.01 0.04 0.00
C 1.286 -2.788 -4.589 -0.01 0.02 0.04 0.00
C 2.400 -3.484 -4.156 -0.01 -0.01 0.00 0.00
C 2.616 -3.639 -2.794 0.00 -0.01 -0.01 0.00
C 1.711 -3.122 -1.885 -0.06 0.03 0.01 0.00
C -2.192 -1.510 -1.447 0.08 -0.21 0.03 0.00
C -3.110 -1.540 -0.391 0.02 -0.04 -0.04 0.00
C -4.459 -1.322 -0.605 -0.02 0.01 -0.03 0.00
C -4.931 -1.058 -1.885 0.01 -0.01 0.04 0.00
C -4.033 -0.996 -2.935 0.05 0.01 0.02 0.00
C -2.675 -1.211 -2.718 -0.03 0.09 0.04 0.00
H 1.615 -0.153 5.610 0.01 -0.01 0.00 0.00
H 1.901 -1.770 4.950 -0.03 0.02 -0.01 0.00
H 0.625 -0.752 4.270 0.03 0.03 0.03 0.00
H 3.624 -0.192 4.098 0.02 0.03 0.04 0.00
H 1.312 1.423 2.948 -0.13 0.04 -0.03 0.00
H 3.023 1.773 2.730 -0.02 0.01 -0.04 0.00
H 2.288 1.905 4.338 0.00 -0.01 -0.02 0.00
H 3.189 -0.388 1.624 -0.01 0.00 0.00 0.00
H 3.603 -2.512 3.652 -0.01 0.00 0.01 0.00
H 4.243 -2.427 1.984 0.02 -0.03 -0.06 0.00
H 0.697 -4.868 2.787 0.03 0.01 0.00 0.00
H -0.845 -6.612 1.989 0.00 0.01 0.01 0.00
H -2.128 -6.232 -0.114 0.00 0.00 0.00 0.00
H -1.913 -4.100 -1.294 -0.01 0.03 -0.01 0.00
H -0.430 -1.668 -4.056 -0.04 0.02 -0.04 0.00
H 1.119 -2.630 -5.648 0.00 0.01 0.01 0.00
H 3.113 -3.877 -4.871 0.01 0.00 0.00 0.00
H 3.509 -4.132 -2.431 -0.01 0.01 0.01 0.00
H 1.922 -3.227 -0.828 0.04 -0.01 -0.03 0.00
H -2.759 -1.723 0.614 0.02 -0.03 0.06 0.00
H -5.141 -1.341 0.236 0.01 0.00 0.00 0.00
H -5.986 -0.879 -2.056 0.01 0.00 0.01 0.00
H -4.376 -0.755 -3.934 0.02 0.00 0.01 0.00
H -2.009 -1.082 -3.552 0.02 -0.02 -0.04 0.00
S -2.016 1.973 -1.088 0.23 -0.08 0.08 0.05
C -1.212 1.802 -2.612 0.10 0.00 -0.24 0.00
C -1.760 2.316 -3.809 -0.03 -0.01 0.12 0.00
C -1.043 2.223 -4.979 0.02 0.00 -0.02 0.00
C 0.219 1.626 -4.973 -0.04 0.01 -0.02 0.00
C 0.676 1.116 -3.775 -0.08 -0.06 0.10 0.00
N -0.024 1.174 -2.638 -0.02 -0.04 0.01 0.02
H -2.732 2.790 -3.772 0.01 0.01 -0.02 0.00
H -1.451 2.626 -5.900 -0.01 0.01 0.01 0.00
H 0.827 1.564 -5.865 0.00 -0.01 0.00 0.00
H 1.646 0.632 -3.705 -0.01 0.00 0.02 0.00
F -1.057 3.307 1.923 0.04 -0.08 -0.03 0.00
C -1.671 2.250 2.514 -0.03 0.03 0.04 0.01
C -1.349 0.962 2.143 0.20 0.42 -0.24 0.10
C -2.019 -0.009 2.838 0.19 -0.27 0.01 0.01
F -1.771 -1.337 2.615 -0.01 0.06 -0.08 0.00
C -2.958 0.242 3.823 -0.06 -0.02 0.06 0.00
F -3.588 -0.755 4.482 0.00 0.00 -0.01 0.00
C -3.252 1.551 4.147 -0.02 0.02 0.04 0.00
F -4.157 1.825 5.107 0.00 0.01 0.00 0.00
C -2.598 2.575 3.488 -0.05 -0.01 0.05 0.00
F -2.881 3.849 3.819 0.01 0.01 -0.01 0.00
Te 2.211 3.297 -0.380 -0.23 0.11 0.09 0.25
C 1.012 5.021 -0.085 -0.05 0.02 -0.01 0.02
C 0.162 5.469 -1.099 -0.01 0.01 0.06 0.02
C -0.615 6.608 -0.926 0.02 -0.02 0.05 0.00
C -0.559 7.321 0.265 0.04 -0.03 -0.01 0.02
C 0.274 6.877 1.286 -0.01 -0.04 -0.04 0.00
C 1.048 5.736 1.113 -0.03 0.03 -0.05 0.02
H 0.101 4.909 -2.025 0.01 0.01 0.01 0.00
H -1.276 6.932 -1.721 0.01 -0.01 0.00 0.00
H -1.164 8.210 0.401 -0.01 -0.01 0.00 0.00
H 0.310 7.414 2.227 0.01 0.00 0.00 0.00
H 1.681 5.387 1.920 0.00 0.01 -0.02 0.00

---

Record 2
84
Properties=species:S:1:pos:R:3:forces:R:3:mulliken_charge:R:1 method="wB97M-V/def2-TZVPD" orbital_gap_ev=5.3 multiplicity=1 de_lowest_kcal_mol=14.53 lumo_energy_ev=4.02 total_energy_ev=-92164.014 total_charge=-2
K -0.382 -0.036 1.269 -0.08 0.76 -0.47 0.90
C -1.668 4.664 -0.786 0.01 -0.01 -0.13 -1.26
C -1.757 4.333 0.677 -0.03 0.02 0.06 0.98
C -2.967 3.947 1.252 0.01 0.01 -0.08 -0.50
C -3.035 3.584 2.588 -0.02 0.01 0.07 -0.33
C -1.890 3.609 3.374 -0.07 -0.06 0.05 -0.43
C -0.686 4.001 2.814 0.00 -0.12 0.07 -0.32
C -0.621 4.357 1.477 0.03 -0.03 -0.12 -0.18
H -1.873 5.722 -0.976 0.02 0.01 0.02 0.34
H -2.384 4.079 -1.366 -0.03 0.00 0.02 0.30
H -0.675 4.430 -1.171 0.01 0.01 0.02 0.10
H -3.854 3.885 0.629 -0.01 0.00 0.00 0.30
H -3.972 3.240 3.009 -0.01 0.02 0.00 0.42
H -1.928 3.252 4.395 0.01 0.02 0.01 0.26
H 0.229 3.941 3.389 0.01 0.01 0.01 0.22
H 0.349 4.547 1.038 -0.02 0.01 -0.03 0.05
C 4.711 3.257 -4.763 0.03 0.05 -0.01 -0.42
C 4.242 4.128 -3.786 0.00 0.00 0.00 -0.54
C 3.298 3.699 -2.869 0.03 -0.01 -0.03 -0.38
C 2.806 2.390 -2.889 0.00 0.07 0.10 0.00
C 3.291 1.528 -3.867 0.02 -0.02 -0.04 0.04
C 4.231 1.957 -4.798 0.00 0.00 -0.01 -0.67
P 1.558 1.989 -1.579 -0.20 -0.03 -0.11 0.26
C 1.136 0.277 -2.138 0.15 0.06 -0.04 0.09
C 0.356 0.151 -3.289 -0.11 0.00 -0.02 -0.54
C 0.036 -1.093 -3.804 0.01 -0.08 0.05 -0.74
C 0.471 -2.250 -3.161 -0.05 0.07 -0.06 -0.42
C 1.229 -2.143 -2.006 -0.12 -0.05 0.07 -0.57
C 1.559 -0.888 -1.507 0.07 0.16 0.24 0.00
C 2.604 1.794 -0.098 0.01 -0.01 -0.29 0.60
C 3.895 1.253 -0.229 0.08 -0.02 0.01 -0.11
C 4.701 1.142 0.885 -0.06 0.03 0.10 -0.74
C 4.179 1.546 2.119 0.09 -0.04 -0.09 -0.68
C 2.886 2.033 2.207 -0.15 0.08 0.14 -0.13
C 2.013 2.221 1.105 0.09 -0.21 -0.11 -0.60
H 5.447 3.591 -5.485 0.00 -0.01 -0.01 0.33
H 4.608 5.147 -3.736 0.03 -0.01 -0.03 0.36
H 2.941 4.386 -2.110 -0.03 -0.03 0.02 0.35
H 2.941 0.504 -3.907 -0.02 0.00 0.02 0.23
H 4.593 1.262 -5.547 0.01 0.01 -0.01 0.38
H -0.015 1.045 -3.781 0.02 0.02 0.01 0.38
H -0.579 -1.165 -4.694 -0.01 -0.02 0.00 0.42
H 0.191 -3.225 -3.541 0.00 -0.01 0.01 0.36
H 1.523 -3.030 -1.459 -0.01 -0.01 -0.03 0.37
H 2.139 -0.811 -0.593 0.06 -0.01 -0.04 0.37
H 4.263 0.919 -1.197 0.02 0.02 0.00 0.36
H 5.703 0.734 0.806 0.00 0.00 0.02 0.35
H 4.784 1.451 3.018 0.02 -0.01 -0.01 0.33
H 2.518 2.264 3.206 0.00 0.00 0.01 0.12
O 0.698 -0.257 3.359 0.31 -0.06 0.53 -0.95
C 0.591 -1.475 3.670 -0.20 -0.13 0.38 0.08
C 1.755 -2.294 3.876 -0.02 0.17 -0.01 -0.87
C 1.691 -3.603 4.273 0.14 -0.08 0.01 -0.32
C 0.460 -4.231 4.486 0.01 0.01 0.01 -0.82
C -0.684 -3.493 4.255 -0.21 -0.04 -0.01 -0.36
C -0.676 -2.158 3.838 0.21 -0.11 0.08 1.31
C -1.974 -1.529 3.552 0.24 0.06 -0.15 -0.38
N -2.321 -0.250 3.593 0.02 -0.15 0.15 -0.46
C -3.642 -0.215 3.216 -0.06 0.03 -0.02 -0.06
C -4.099 -1.465 2.934 0.08 -0.06 -0.13 -0.73
N -3.028 -2.300 3.150 -0.09 0.03 0.03 0.11
H 2.705 -1.797 3.712 0.03 -0.02 0.00 0.44
H 2.616 -4.154 4.422 -0.03 -0.03 0.00 0.34
H 0.401 -5.265 4.802 -0.01 -0.01 0.01 0.34
H -1.647 -3.970 4.416 0.02 -0.02 0.00 0.39
H -4.184 0.716 3.156 0.01 0.01 0.02 0.25
H -5.048 -1.825 2.575 0.00 -0.01 -0.01 0.41
H -2.914 -3.226 2.757 -0.01 -0.01 -0.02 0.28
O -2.351 -4.534 1.181 -0.03 -0.04 0.00 -0.81
S -1.541 -3.966 0.120 0.34 0.04 0.30 1.10
O -0.302 -4.651 -0.165 -0.05 0.03 0.07 -0.73
N -1.363 -2.383 0.303 -0.32 -0.04 -0.34 -0.26
C -2.036 -1.692 -0.649 -0.13 -0.20 -0.32 0.48
O -2.136 -0.473 -0.755 0.11 -0.03 0.15 -0.86
C -2.701 -2.599 -1.672 0.01 0.17 0.05 0.23
C -3.418 -2.237 -2.801 0.07 -0.12 0.09 -0.27
C -3.911 -3.258 -3.603 0.01 0.06 0.01 -0.70
C -3.693 -4.598 -3.278 -0.07 -0.07 -0.12 -0.43
C -2.977 -4.956 -2.143 -0.01 0.23 -0.02 -0.83
C -2.496 -3.919 -1.363 -0.18 -0.22 -0.10 0.27
H -3.563 -1.192 -3.035 0.00 0.02 0.00 0.55
H -4.470 -3.011 -4.498 -0.01 -0.03 -0.01 0.37
H -4.092 -5.367 -3.930 0.02 -0.01 0.02 0.39
H -2.798 -5.989 -1.880 0.00 -0.02 0.00 0.48